# 1
{"formula": "C2H4INO", "method": "ωB97M-V/def2-TZVPD", "lumo_ev": 0.057, "e_homo_ev": -10.28, "smiles": "[H][H].N#CI.C=O", "homo_lumo_gap_ev": 10.339, "e_above_lowest_kj_mol": 226.2, "max_force_ev_per_a": 2.432, "elements": ["H", "H", "N", "C", "I", "C", "O", "H", "H"], "xyz": [[-3.17073, 4.60625, 0.59139], [-3.46072, 5.28927, 0.49893], [7.84696, -2.75951, 0.18392], [7.89390, -1.60813, 0.10434], [7.86014, 0.37042, -0.09464], [3.23842, -1.19135, -0.41030], [4.41401, -0.97765, -0.65361], [2.61593, -1.86070, -1.05804], [2.49893, -0.82995, 0.37594]]}


# 2
{"formula": "C9H4NO8Zr", "method": "ωB97M-V/def2-TZVPD", "lumo_ev": -5.750, "e_homo_ev": -13.78, "charge": 1, "homo_lumo_gap_ev": 8.033, "e_above_lowest_kj_mol": 0.0, "max_force_ev_per_a": 0.570, "elements": ["Zr", "O", "C", "O", "C", "C", "C", "C", "C", "N", "C", "O", "O", "H", "H", "H", "H", "O", "C", "O", "C", "O", "O"], "xyz": [[-0.12566, 1.04587, -1.33651], [2.45701, 1.01473, 2.13668], [1.72329, 0.72046, 1.11512], [1.47370, 1.51901, 0.19570], [1.15723, -0.65252, 1.06586], [1.36129, -1.70383, 1.93148], [0.72063, -2.91045, 1.62629], [-0.07500, -3.02587, 0.49685], [-0.22284, -1.90713, -0.31598], [0.38338, -0.77257, -0.01367], [-1.03714, -1.82060, -1.60054], [-1.67163, -2.73324, -2.01862], [-0.92846, -0.60545, -2.16014], [2.79093, 1.92964, 2.09064], [1.99034, -1.60072, 2.80414], [0.85576, -3.76210, 2.27914], [-0.57549, -3.94773, 0.23402], [-3.08608, 3.53369, -0.29214], [-2.16095, 3.02306, -0.80120], [-1.58282, 1.84171, -0.35608], [-1.39387, 3.55463, -2.07014], [-1.66609, 4.55977, -2.61806], [-0.38753, 2.69966, -2.39283]]}


# 3
{"formula": "C3H6O2", "method": "ωB97M-V/def2-TZVPD", "lumo_ev": 1.009, "e_homo_ev": -10.73, "smiles": "CCOC=O", "homo_lumo_gap_ev": 11.737, "e_above_lowest_kj_mol": 110.3, "max_force_ev_per_a": 4.912, "elements": ["C", "C", "O", "C", "O", "H", "H", "H", "H", "H", "H"], "xyz": [[1.02046, -0.58134, -0.21543], [0.47041, 0.80976, -0.00926], [-0.77174, 0.82314, 0.73825], [-1.65667, -0.09369, 0.30282], [-2.15348, -0.07317, -0.73169], [2.07827, -0.54570, -0.42258], [0.56616, -1.10047, -1.04049], [0.89908, -1.12935, 0.70610], [0.31627, 1.33988, -0.94117], [1.15558, 1.40000, 0.56979], [-1.92434, -0.84907, 1.04366]]}


# 4
{"formula": "C5H12O2", "method": "ωB97M-V/def2-TZVPD", "lumo_ev": 0.457, "e_homo_ev": -8.18, "homo_lumo_gap_ev": 8.639, "e_above_lowest_kj_mol": 757.5, "max_force_ev_per_a": 2.571, "elements": ["C", "C", "C", "H", "H", "H", "H", "H", "H", "H", "H", "C", "C", "O", "O", "H", "H", "H", "H"], "xyz": [[0.97054, -0.06014, -0.53253], [1.18449, 1.23377, -1.28371], [1.69750, -0.18572, 0.78407], [1.05058, -0.94200, -1.16084], [-0.22699, 0.10860, -0.12745], [2.22018, 1.28154, -1.63246], [1.48148, -1.13421, 1.27444], [0.52050, 1.30864, -2.14518], [0.99028, 2.09006, -0.63910], [2.77480, -0.14010, 0.59849], [1.42133, 0.62358, 1.45964], [-1.27922, -0.75124, -0.39490], [-1.49128, -1.69950, 0.50282], [-1.74865, 1.02601, 0.02546], [-1.91665, 1.06355, 1.44684], [-2.88093, 1.13206, 1.50146], [-1.53733, -0.77676, -1.44264], [-2.02001, -2.60039, 0.22757], [-1.21062, -1.57775, 1.53804]]}


# 5
{"formula": "C2H5NOS2", "method": "ωB97M-V/def2-TZVPD", "lumo_ev": 0.247, "e_homo_ev": -8.61, "smiles": "COC(=S)NS", "homo_lumo_gap_ev": 8.854, "e_above_lowest_kj_mol": 211.5, "max_force_ev_per_a": 5.056, "elements": ["C", "O", "C", "S", "N", "S", "H", "H", "H", "H", "H"], "xyz": [[1.39626, 0.88534, 1.47400], [0.65874, -0.38185, 1.06463], [-0.41017, -0.34087, 0.40685], [-1.78665, -1.24059, 0.68498], [-0.34294, 0.46481, -0.74507], [0.98645, 0.65036, -1.69908], [0.78794, 1.62314, 0.84208], [2.49881, 0.78253, 1.29426], [1.13062, 1.06060, 2.64648], [-1.26766, 0.34223, -1.24620], [0.86761, 2.16958, -1.89779]]}


# 6
{"formula": "C13H40N2O8", "method": "ωB97M-V/def2-TZVPD", "lumo_ev": [-3.312, -8.958], "e_homo_ev": [-11.76, -11.76], "charge": 1, "s_squared": 0.754, "homo_lumo_gap_ev": [8.446, 2.799], "max_force_ev_per_a": 4.180, "multiplicity": 2, "elements": ["N", "H", "H", "H", "H", "N", "O", "O", "O", "C", "O", "H", "H", "H", "H", "C", "C", "C", "O", "H", "H", "H", "H", "H", "H", "H", "H", "C", "C", "C", "O", "H", "H", "H", "H", "H", "H", "H", "H", "C", "C", "C", "O", "H", "H", "H", "H", "H", "H", "H", "H", "C", "C", "C", "O", "H", "H", "H", "H", "H", "H", "H", "H"], "xyz": [[-3.32530, -1.37180, 1.17374], [-3.08351, -0.87707, 2.02042], [-2.45945, -1.45983, 0.66123], [-4.02192, -0.84775, 0.66366], [-3.70224, -2.28021, 1.40354], [-0.61785, -0.46601, -0.74503], [-1.21406, -1.53420, -0.56397], [-0.02333, -0.30537, -1.79536], [-0.76170, 0.40178, 0.03062], [-0.21309, -2.96923, 2.20205], [-0.14676, -3.68063, 1.00384], [0.40562, -2.08068, 2.07644], [-1.21872, -2.60649, 2.41472], [0.18103, -3.54412, 3.04007], [-0.45180, -3.09969, 0.30309], [3.30933, -2.16495, -1.98762], [3.20619, -1.10489, -0.86812], [4.52478, -0.84329, -0.09972], [2.88555, 0.13414, -1.39047], [2.33602, -2.53444, -2.31049], [3.85697, -3.05287, -1.67172], [3.80567, -1.78619, -2.88110], [2.45376, -1.47848, -0.17360], [5.08902, -1.75659, 0.08900], [4.32626, -0.28949, 0.81790], [5.20948, -0.31339, -0.76190], [1.99658, 0.02046, -1.73456], [0.50711, 2.02992, 3.81256], [0.79876, 0.54756, 3.41953], [2.27184, 0.22210, 3.69078], [-0.09013, -0.28558, 4.12405], [0.67978, 2.28538, 4.85803], [-0.51362, 2.31118, 3.55351], [1.18412, 2.66424, 3.24037], [0.59708, 0.36159, 2.36461], [2.46217, 0.31480, 4.76002], [2.97661, 0.95904, 3.30564], [2.62343, -0.76111, 3.37806], [0.07526, -0.20091, 5.06590], [-1.28957, 5.33207, 0.40869], [-1.22153, 3.91681, 0.79243], [-2.64915, 3.46309, 1.23655], [-0.75255, 3.15498, -0.31053], [-1.53936, 6.03788, 1.20086], [-1.94976, 5.53449, -0.43468], [-0.26009, 5.57686, 0.14721], [-0.50898, 3.68295, 1.58343], [-3.34899, 3.62771, 0.41726], [-2.98355, 4.14888, 2.01499], [-2.65175, 2.42950, 1.58263], [-0.93310, 2.21736, -0.21114], [-2.29331, -0.57840, -4.38465], [-1.62306, -1.92169, -4.56191], [-0.28006, -1.87928, -5.31995], [-1.34445, -2.51725, -3.29954], [-1.70573, 0.07493, -3.73967], [-3.30404, -0.69732, -3.99430], [-2.37823, -0.06058, -5.34003], [-2.25838, -2.55763, -5.17839], [0.09204, -2.89632, -5.44346], [0.48594, -1.41769, -4.69683], [-0.27522, -1.33873, -6.26647], [-0.94605, -1.88955, -2.69220]]}


# 7
{"formula": "C4H10N2", "method": "ωB97M-V/def2-TZVPD", "lumo_ev": 1.011, "e_homo_ev": -8.82, "smiles": "C=NCCCN", "homo_lumo_gap_ev": 9.828, "e_above_lowest_kj_mol": 240.1, "max_force_ev_per_a": 4.253, "elements": ["C", "N", "C", "C", "C", "N", "H", "H", "H", "H", "H", "H", "H", "H", "H", "H"], "xyz": [[-2.56760, -0.23009, -0.62707], [-1.74834, 0.53992, -0.04097], [-0.69572, -0.04178, 0.81793], [0.42565, -0.71254, 0.05142], [1.41137, 0.29202, -0.55048], [2.69039, 0.43091, 0.22891], [-2.79049, 0.04457, -1.66981], [-3.01450, -1.13441, -0.17346], [-1.14576, -0.87826, 1.41878], [-0.51144, 0.66110, 1.63095], [0.80810, -1.47551, 0.72840], [0.13209, -1.39252, -0.79095], [1.73735, -0.19111, -1.47826], [1.01316, 1.29109, -0.74172], [2.44131, 0.59211, 1.19375], [3.26737, -0.38663, 0.11566]]}


# 8
{"formula": "C43H33Cl2HfN6O3", "method": "ωB97M-V/def2-TZVPD", "lumo_ev": -3.028, "e_homo_ev": -10.48, "charge": 1, "homo_lumo_gap_ev": 7.455, "e_above_lowest_kj_mol": 25.9, "max_force_ev_per_a": 1.091, "elements": ["Hf", "Cl", "C", "C", "C", "N", "C", "O", "C", "C", "C", "C", "C", "N", "C", "C", "C", "Cl", "N", "C", "O", "C", "C", "C", "C", "C", "N", "H", "H", "H", "H", "H", "H", "H", "H", "H", "H", "O", "C", "C", "C", "C", "C", "C", "N", "H", "H", "H", "H", "H", "H", "H", "C", "C", "C", "N", "C", "C", "H", "H", "H", "H", "H", "C", "C", "C", "C", "C", "C", "C", "C", "C", "C", "C", "C", "C", "C", "H", "H", "H", "H", "H", "H", "H", "H", "H", "H", "H"], "xyz": [[0.06256, -0.00372, 0.54758], [-0.97940, -6.45973, -1.21560], [-0.62915, -4.77713, -1.37252], [0.03826, -4.13925, -0.33935], [0.32456, -2.78408, -0.44074], [0.96048, -1.98406, 0.52109], [2.01528, -2.48551, 1.21771], [2.35953, -3.64585, 1.31860], [2.75394, -1.37596, 1.88864], [3.92043, -1.57399, 2.58697], [4.51502, -0.46608, 3.17930], [3.89993, 0.76700, 3.07719], [2.70717, 0.87381, 2.37456], [2.16666, -0.18000, 1.76111], [-0.03715, -2.06402, -1.57896], [-0.71756, -2.71175, -2.60515], [-1.01134, -4.06365, -2.50496], [-1.85284, -4.82632, -3.80352], [0.18843, -0.65000, -1.57510], [0.69253, -0.19774, -2.77686], [1.18222, -0.92054, -3.62174], [0.54163, 1.26846, -3.09873], [0.93274, 1.68501, -4.36555], [0.76978, 3.01532, -4.70219], [0.23441, 3.87860, -3.76146], [-0.11513, 3.37015, -2.52223], [0.02313, 2.08664, -2.18742], [0.34391, -4.70149, 0.52899], [4.32767, -2.57221, 2.65729], [5.44126, -0.56957, 3.72876], [4.32117, 1.64616, 3.54523], [2.09409, 2.75477, 3.11701], [-0.99945, -2.17801, -3.50164], [1.34617, 0.95752, -5.04879], [1.05600, 3.37368, -5.68228], [0.09047, 4.92903, -3.97305], [-0.51219, 4.03560, -1.76789], [-2.08499, -1.18985, -0.10864], [-3.30741, -0.53072, -0.36368], [-3.12690, 0.93879, -0.15474], [-4.21971, 1.78477, -0.24177], [-4.02088, 3.14836, -0.15068], [-2.72940, 3.62148, 0.00267], [-1.70293, 2.70796, 0.10714], [-1.88232, 1.38358, 0.06062], [-1.88501, -1.81860, -0.82248], [-4.09532, -0.92097, 0.28593], [-3.61046, -0.70416, -1.39939], [-5.20631, 1.36824, -0.39712], [-4.85679, 3.83229, -0.21422], [-2.51432, 4.67730, 0.06796], [-0.68594, 3.02960, 0.21457], [-3.00993, -2.48192, 3.93042], [-3.30995, -1.20880, 3.46996], [-2.38286, -0.55071, 2.69055], [-1.19550, -1.07764, 2.35198], [-0.91097, -2.30345, 2.81223], [-1.78618, -3.03122, 3.59987], [-3.71576, -3.03048, 4.53975], [-4.24516, -0.72305, 3.71051], [-2.58853, 0.44629, 2.32790], [0.04582, -2.71830, 2.54487], [-1.49472, -4.01535, 3.93761], [-2.04079, 4.77819, 3.97632], [-0.99108, 5.10605, 3.13069], [-0.20281, 4.11432, 2.56624], [-0.43400, 2.75762, 2.81923], [-1.45562, 2.45705, 3.72372], [-2.25893, 3.44194, 4.28087], [0.41967, 1.65612, 2.24176], [1.89909, 2.12143, 2.24583], [2.41190, 2.86289, 1.02572], [2.37743, 2.27443, -0.22758], [2.98045, 2.86396, -1.32896], [3.60068, 4.09496, -1.18432], [3.61852, 4.71788, 0.05623], [3.03982, 4.09944, 1.15343], [-2.65404, 5.55167, 4.41816], [-0.77692, 6.14490, 2.91058], [0.60111, 4.41275, 1.90228], [-1.59624, 1.42977, 4.03554], [-3.03848, 3.16527, 4.97952], [0.38584, 0.86597, 3.00582], [1.95252, 1.27014, -0.36548], [2.97130, 2.36834, -2.28955], [4.07528, 4.56180, -2.03726], [4.09952, 5.67979, 0.17425], [3.08098, 4.57377, 2.12744]]}


no.,DFT total energy (Ha)
1,-506.18798
2,-1049.07114
3,-268.36321
4,-347.91631
5,-1005.49324
6,-1230.21557
7,-267.83389
8,-3181.04625